[1]
226
Properties=species:S:1:pos:R:3:lowdin_charge:R:1 method="wB97M-V/def2-TZVPD" relative_energy_ev=0.000 spin_multiplicity=1 smiles="CCOP(=O)(OCC)OCC.CCOP(=O)(OCC)OCC.CCOP(=O)(OCC)OCC.CCOP(=O)(OCC)OCC.CCOP(=O)(OCC)OCC.CCOP(=O)(OCC)OCC.CCOP(=O)(OCC)OCC.c1ccncc1.c1ccncc1.c1ccncc1.c1ccncc1" max_force_ev_per_a=4.78 lumo_ev=0.1792 homo_energy_ha=-0.3566
N 5.666 -0.042 2.185 0.05
C 5.996 -1.136 1.428 -0.14
C 6.386 -2.359 1.932 -0.08
C 6.448 -2.479 3.298 -0.10
C 6.102 -1.437 4.128 -0.07
C 5.749 -0.216 3.533 -0.13
H 5.966 -0.935 0.368 0.09
H 6.581 -3.189 1.270 0.11
H 6.752 -3.402 3.770 0.11
H 6.241 -1.484 5.198 0.10
H 5.435 0.665 4.073 0.09
N 0.752 -2.719 -3.813 0.08
C -0.434 -1.994 -3.783 -0.13
C -0.813 -1.063 -4.743 -0.07
C 0.101 -0.807 -5.745 -0.11
C 1.255 -1.523 -5.796 -0.10
C 1.602 -2.378 -4.803 -0.15
H -1.060 -2.208 -2.930 0.07
H -1.754 -0.535 -4.706 0.09
H -0.093 -0.077 -6.517 0.11
H 1.860 -1.231 -6.642 0.11
H 2.553 -2.879 -4.696 0.10
N -2.891 -0.275 -1.864 0.07
C -2.241 0.911 -1.962 -0.14
C -2.693 1.970 -2.760 -0.06
C -3.955 1.831 -3.354 -0.06
C -4.688 0.636 -3.249 -0.05
C -4.043 -0.376 -2.573 -0.16
H -1.403 1.031 -1.292 0.09
H -2.123 2.887 -2.781 0.10
H -4.405 2.654 -3.891 0.10
H -5.655 0.499 -3.711 0.10
H -4.570 -1.306 -2.419 0.10
N 1.916 -0.664 -0.121 0.09
C 0.636 -1.083 -0.333 -0.14
C -0.308 -1.244 0.691 -0.08
C 0.099 -1.089 2.039 -0.05
C 1.476 -0.765 2.263 -0.07
C 2.255 -0.419 1.163 -0.15
H 0.341 -1.211 -1.364 0.07
H -1.327 -1.421 0.381 0.07
H -0.578 -1.190 2.875 0.08
H 1.709 -0.609 3.306 0.08
H 3.237 -0.021 1.373 0.08
C -9.276 1.253 2.095 -0.05
C -7.919 0.666 2.572 -0.25
O -7.306 0.284 1.373 -0.19
P -7.158 -1.228 1.035 0.48
O -7.065 -2.125 2.268 -0.25
O -8.442 -1.466 0.066 -0.18
C -8.511 -0.680 -1.110 -0.28
C -9.994 -0.600 -1.562 -0.05
O -5.835 -1.287 0.101 -0.20
C -4.519 -1.518 0.656 -0.24
C -3.941 -0.444 1.616 -0.04
H -9.125 2.257 1.698 0.08
H -9.877 0.664 1.402 0.07
H -9.952 1.454 2.926 0.07
H -7.292 1.346 3.149 0.12
H -8.121 -0.175 3.235 0.10
H -8.196 0.340 -0.889 0.11
H -7.846 -1.037 -1.896 0.10
H -10.223 -0.187 -2.544 0.08
H -10.427 -1.600 -1.574 0.07
H -10.623 -0.057 -0.856 0.06
H -4.677 -2.438 1.219 0.10
H -3.847 -1.784 -0.161 0.08
H -3.902 0.477 1.033 0.08
H -4.676 -0.311 2.410 0.06
H -3.052 -0.752 2.166 0.07
C 5.844 5.642 3.401 -0.05
C 4.889 4.819 2.495 -0.26
O 3.740 5.641 2.424 -0.21
P 2.295 5.075 2.964 0.51
O 1.323 6.177 3.147 -0.23
O 1.978 3.937 1.857 -0.21
C 1.354 4.334 0.644 -0.25
C 1.145 3.005 -0.030 -0.07
O 2.711 4.272 4.338 -0.19
C 1.782 3.340 4.861 -0.24
C 2.375 1.882 4.737 -0.04
H 5.684 5.415 4.455 0.07
H 6.854 5.498 3.019 0.07
H 5.536 6.688 3.392 0.08
H 5.380 4.764 1.523 0.09
H 4.583 3.826 2.824 0.11
H 0.389 4.809 0.820 0.12
H 2.070 4.991 0.150 0.12
H 0.558 3.024 -0.949 0.07
H 2.088 2.476 -0.163 0.07
H 0.551 2.307 0.561 0.05
H 1.746 3.477 5.942 0.12
H 0.752 3.496 4.542 0.11
H 1.750 1.165 5.270 0.05
H 2.357 1.527 3.707 0.05
H 3.352 1.716 5.191 0.07
C -7.046 -7.075 2.357 -0.06
C -7.224 -5.811 1.503 -0.28
O -6.000 -5.273 1.021 -0.18
P -5.422 -5.881 -0.347 0.51
O -4.995 -7.272 -0.311 -0.21
O -4.202 -4.813 -0.644 -0.20
C -2.977 -4.853 0.027 -0.30
C -1.948 -4.177 -0.830 -0.06
O -6.590 -5.494 -1.483 -0.18
C -6.988 -4.155 -1.680 -0.30
C -7.282 -3.945 -3.155 -0.06
H -6.949 -7.875 1.624 0.07
H -6.157 -7.093 2.988 0.08
H -7.947 -7.229 2.951 0.08
H -8.016 -5.918 0.762 0.12
H -7.664 -4.979 2.053 0.11
H -3.060 -4.293 0.958 0.11
H -2.750 -5.876 0.330 0.12
H -1.071 -3.887 -0.252 0.07
H -1.610 -4.914 -1.559 0.08
H -2.344 -3.334 -1.397 0.06
H -7.922 -4.042 -1.131 0.11
H -6.299 -3.410 -1.280 0.10
H -7.853 -3.022 -3.256 0.06
H -6.323 -3.855 -3.665 0.08
H -7.913 -4.701 -3.621 0.08
C 10.341 3.890 -4.352 -0.07
C 8.854 3.787 -3.986 -0.25
O 8.786 4.320 -2.651 -0.19
P 7.437 4.709 -1.853 0.53
O 7.682 5.062 -0.409 -0.25
O 6.812 5.868 -2.798 -0.21
C 5.817 6.735 -2.346 -0.28
C 6.488 7.966 -1.689 -0.05
O 6.473 3.393 -2.139 -0.19
C 5.325 3.125 -1.372 -0.29
C 5.014 1.639 -1.440 -0.05
H 10.671 4.915 -4.183 0.08
H 10.878 3.211 -3.690 0.08
H 10.536 3.594 -5.383 0.07
H 8.253 4.421 -4.638 0.09
H 8.478 2.768 -4.073 0.12
H 5.271 7.079 -3.224 0.10
H 5.232 6.173 -1.618 0.11
H 6.854 8.502 -2.564 0.07
H 5.776 8.570 -1.128 0.08
H 7.290 7.691 -1.003 0.07
H 5.432 3.484 -0.348 0.10
H 4.453 3.548 -1.869 0.11
H 5.942 1.105 -1.234 0.08
H 4.236 1.337 -0.738 0.06
H 4.568 1.495 -2.424 0.07
C -1.316 -8.923 2.556 -0.06
C 0.130 -8.427 2.487 -0.29
O 0.358 -7.744 1.284 -0.18
P 1.626 -6.803 1.022 0.49
O 2.872 -7.321 1.639 -0.23
O 1.533 -6.549 -0.590 -0.18
C 2.129 -7.474 -1.422 -0.32
C 1.752 -7.022 -2.791 -0.07
O 1.135 -5.373 1.625 -0.18
C 1.981 -4.254 1.478 -0.27
C 2.730 -3.935 2.788 -0.05
H -1.484 -9.423 3.509 0.07
H -2.078 -8.145 2.595 0.07
H -1.528 -9.595 1.725 0.08
H 0.362 -7.772 3.326 0.12
H 0.830 -9.248 2.642 0.12
H 3.211 -7.436 -1.296 0.12
H 1.782 -8.487 -1.217 0.12
H 0.712 -6.702 -2.846 0.08
H 2.270 -6.145 -3.180 0.07
H 1.938 -7.803 -3.529 0.08
H 2.616 -4.353 0.598 0.12
H 1.332 -3.422 1.205 0.08
H 3.530 -3.196 2.739 0.05
H 2.104 -3.707 3.651 0.07
H 3.331 -4.821 2.993 0.07
C 1.646 1.418 -3.405 -0.07
C 1.460 2.314 -4.547 -0.36
O 2.595 3.037 -4.658 -0.16
P 2.459 4.648 -4.424 0.53
O 1.857 4.911 -3.103 -0.22
O 3.986 5.184 -4.724 -0.20
C 4.431 5.373 -6.048 -0.26
C 5.882 5.881 -6.080 -0.04
O 1.611 5.135 -5.716 -0.19
C 0.527 5.994 -5.569 -0.28
C 0.997 7.372 -4.963 -0.06
H 1.962 2.023 -2.555 0.06
H 0.825 0.847 -2.972 0.07
H 2.429 0.674 -3.549 0.09
H 1.298 1.746 -5.463 0.11
H 0.529 2.870 -4.437 0.12
H 4.198 4.414 -6.510 0.12
H 3.743 6.122 -6.439 0.10
H 6.199 6.114 -7.096 0.08
H 6.016 6.725 -5.404 0.07
H 6.587 5.103 -5.786 0.06
H 0.072 6.193 -6.539 0.12
H -0.268 5.619 -4.925 0.11
H 0.125 8.024 -5.019 0.08
H 1.348 7.159 -3.954 0.06
H 1.801 7.778 -5.577 0.07
C -5.459 -1.015 5.433 -0.04
C -3.929 -0.958 5.618 -0.28
O -3.515 0.234 6.235 -0.17
P -2.320 1.135 5.615 0.43
O -1.863 2.271 6.400 -0.21
O -2.937 1.590 4.189 -0.17
C -2.365 2.587 3.431 -0.30
C -1.282 2.196 2.427 -0.05
O -1.167 0.128 5.254 -0.19
C -0.562 -0.693 6.227 -0.29
C -0.280 -1.953 5.551 -0.07
H -6.080 -1.003 6.329 0.08
H -5.815 -0.252 4.740 0.06
H -5.560 -2.002 4.982 0.08
H -3.513 -1.770 6.215 0.12
H -3.516 -1.028 4.611 0.09
H -3.215 3.009 2.895 0.12
H -2.048 3.405 4.078 0.11
H -1.694 1.650 1.579 0.06
H -0.930 3.204 2.207 0.07
H -0.470 1.648 2.905 0.07
H 0.331 -0.163 6.556 0.12
H -1.171 -0.797 7.125 0.13
H 0.237 -2.655 6.204 0.09
H -1.155 -2.472 5.160 0.09
H 0.396 -1.772 4.716 0.05

[2]
232
Properties=species:S:1:pos:R:3:lowdin_charge:R:1 method="wB97M-V/def2-TZVPD" spin_multiplicity=1 smiles="CCOP(=O)(OCC)OCC.CCOP(=O)(OCC)OCC.CCOP(=O)(OCC)OCC.CCOP(=O)(OCC)OCC.CCOP(=O)(OCC)OCC.CCOP(=O)(OCC)OCC.CCOP(=O)(OCC)OCC.c1cc[nH]c1.c1cc[nH]c1.c1cc[nH]c1.c1cc[nH]c1.c1cc[nH]c1" max_force_ev_per_a=4.24 lumo_ev=0.5237 homo_energy_ha=-0.2913
N 0.113 -2.140 -5.636 0.04
C -1.194 -2.451 -5.250 -0.10
C -2.014 -2.045 -6.318 -0.11
C -1.206 -1.391 -7.266 -0.12
C 0.082 -1.460 -6.822 -0.16
H 0.982 -2.318 -5.152 0.08
H -1.450 -3.173 -4.489 0.08
H -3.056 -2.273 -6.488 0.07
H -1.502 -0.979 -8.220 0.09
H 1.029 -1.087 -7.182 0.10
N -1.533 -6.081 -2.454 -0.01
C -0.272 -5.813 -2.079 -0.15
C -0.223 -4.478 -1.873 -0.13
C -1.486 -3.913 -2.033 -0.09
C -2.254 -4.933 -2.577 -0.13
H -1.861 -7.014 -2.657 0.16
H 0.427 -6.601 -1.838 0.13
H 0.693 -4.008 -1.548 0.10
H -1.826 -2.890 -1.978 0.08
H -3.303 -5.048 -2.808 0.10
N -1.411 -5.570 0.882 0.04
C -2.530 -6.298 0.598 -0.13
C -3.132 -6.512 1.806 -0.15
C -2.284 -6.190 2.830 -0.13
C -1.200 -5.580 2.263 -0.12
H -0.829 -5.213 0.138 0.09
H -2.754 -6.395 -0.454 0.09
H -4.110 -6.921 2.015 0.09
H -2.560 -6.304 3.868 0.10
H -0.327 -5.067 2.639 0.10
N -4.710 5.175 -4.093 0.01
C -3.541 4.754 -4.658 -0.17
C -3.357 3.453 -4.381 -0.14
C -4.379 3.067 -3.521 -0.12
C -5.313 4.128 -3.406 -0.09
H -5.025 6.134 -4.107 0.14
H -2.870 5.474 -5.103 0.11
H -2.495 2.881 -4.692 0.09
H -4.559 2.069 -3.150 0.07
H -6.288 4.219 -2.951 0.11
N 1.413 -2.603 6.140 0.02
C 0.714 -2.757 4.992 -0.14
C 1.346 -2.011 4.043 -0.13
C 2.381 -1.234 4.553 -0.10
C 2.427 -1.647 5.889 -0.12
H 1.279 -3.098 7.010 0.15
H -0.124 -3.436 4.940 0.11
H 1.097 -2.018 2.992 0.08
H 2.998 -0.492 4.068 0.08
H 3.151 -1.324 6.622 0.09
C -5.518 -3.236 -4.907 -0.06
C -6.436 -2.033 -4.651 -0.27
O -7.376 -2.213 -3.616 -0.21
P -7.010 -1.538 -2.113 0.52
O -6.545 -0.134 -2.181 -0.23
O -8.401 -1.777 -1.240 -0.21
C -9.344 -0.733 -1.225 -0.30
C -10.421 -1.052 -2.245 -0.07
O -6.013 -2.610 -1.535 -0.20
C -6.372 -4.023 -1.551 -0.21
C -5.949 -4.608 -0.183 -0.05
H -4.891 -3.213 -5.798 0.06
H -4.758 -3.559 -4.195 0.05
H -6.150 -4.107 -5.084 0.08
H -5.919 -1.092 -4.464 0.11
H -7.075 -1.817 -5.508 0.12
H -9.904 -0.566 -0.304 0.12
H -8.887 0.211 -1.520 0.11
H -11.147 -1.815 -1.967 0.08
H -11.004 -0.165 -2.493 0.08
H -9.911 -1.415 -3.137 0.07
H -7.453 -4.161 -1.541 0.11
H -5.898 -4.424 -2.447 0.10
H -4.910 -4.303 -0.061 0.05
H -6.480 -4.324 0.726 0.08
H -6.003 -5.696 -0.163 0.08
C 5.146 -2.927 3.496 -0.05
C 5.714 -1.647 2.858 -0.25
O 6.242 -1.977 1.549 -0.21
P 7.766 -2.543 1.343 0.49
O 8.428 -2.911 2.596 -0.22
O 7.661 -3.661 0.167 -0.18
C 8.884 -4.187 -0.284 -0.29
C 9.357 -3.640 -1.650 -0.07
O 8.447 -1.316 0.490 -0.21
C 8.205 0.078 0.936 -0.23
C 8.841 0.390 2.287 -0.09
H 6.017 -3.568 3.638 0.07
H 4.683 -2.810 4.476 0.06
H 4.474 -3.430 2.801 0.08
H 4.882 -0.983 2.626 0.09
H 6.427 -1.141 3.509 0.09
H 9.635 -4.065 0.496 0.11
H 8.797 -5.266 -0.408 0.12
H 10.149 -4.321 -1.962 0.07
H 8.607 -3.613 -2.441 0.07
H 9.851 -2.669 -1.630 0.07
H 8.637 0.809 0.252 0.11
H 7.162 0.353 1.095 0.09
H 9.713 -0.233 2.487 0.08
H 9.141 1.438 2.260 0.08
H 8.200 0.218 3.152 0.05
C -3.471 1.298 4.164 -0.08
C -4.392 2.437 4.662 -0.26
O -5.008 3.049 3.572 -0.18
P -6.208 2.426 2.682 0.44
O -7.404 2.126 3.486 -0.23
O -6.446 3.424 1.440 -0.16
C -5.357 3.943 0.657 -0.24
C -4.512 2.999 -0.145 -0.08
O -5.545 1.147 2.024 -0.20
C -6.125 0.329 1.029 -0.27
C -7.023 -0.749 1.564 -0.05
H -3.997 0.357 4.003 0.05
H -3.022 1.473 3.186 0.07
H -2.704 1.068 4.904 0.08
H -5.152 2.038 5.333 0.12
H -3.706 3.061 5.235 0.10
H -5.716 4.715 -0.023 0.12
H -4.734 4.485 1.369 0.11
H -4.911 2.349 -0.924 0.06
H -3.747 3.499 -0.739 0.07
H -3.934 2.338 0.501 0.07
H -6.715 1.010 0.416 0.11
H -5.345 -0.085 0.390 0.10
H -7.512 -1.244 0.725 0.05
H -6.556 -1.486 2.217 0.08
H -7.892 -0.316 2.060 0.08
C 6.178 1.010 6.972 -0.05
C 5.513 0.569 5.652 -0.29
O 6.194 1.021 4.514 -0.19
P 5.652 2.263 3.633 0.49
O 6.450 2.621 2.420 -0.23
O 5.626 3.472 4.703 -0.21
C 6.696 4.404 4.775 -0.25
C 6.004 5.533 5.577 -0.07
O 4.108 1.910 3.405 -0.19
C 3.277 2.806 2.763 -0.26
C 2.187 1.910 2.143 -0.04
H 7.239 0.785 7.073 0.08
H 6.085 2.091 7.079 0.07
H 5.586 0.524 7.748 0.08
H 5.503 -0.521 5.648 0.11
H 4.475 0.897 5.693 0.11
H 7.435 3.983 5.457 0.11
H 7.196 4.737 3.866 0.12
H 5.047 5.830 5.149 0.07
H 5.736 5.338 6.616 0.07
H 6.597 6.444 5.498 0.07
H 2.821 3.541 3.426 0.12
H 3.831 3.314 1.974 0.12
H 1.470 1.558 2.884 0.08
H 1.590 2.509 1.455 0.07
H 2.509 1.100 1.489 0.06
C -1.156 3.771 3.581 -0.06
C -0.253 4.973 3.339 -0.32
O 0.083 5.009 2.013 -0.18
P -0.701 5.915 0.884 0.57
O -2.188 5.772 0.860 -0.24
O -0.262 7.437 1.262 -0.20
C -0.568 8.584 0.394 -0.28
C -0.140 9.831 1.029 -0.09
O 0.129 5.652 -0.551 -0.18
C 0.043 4.430 -1.223 -0.31
C -0.947 4.538 -2.357 -0.07
H -1.573 3.906 4.579 0.07
H -1.996 3.994 2.923 0.07
H -0.790 2.757 3.417 0.08
H -0.715 5.879 3.729 0.12
H 0.605 4.889 4.005 0.11
H -0.081 8.481 -0.576 0.12
H -1.632 8.562 0.158 0.12
H -0.783 10.141 1.853 0.08
H 0.876 9.668 1.388 0.09
H -0.119 10.636 0.294 0.09
H 1.034 4.183 -1.604 0.12
H -0.249 3.563 -0.631 0.10
H -0.812 3.609 -2.910 0.06
H -1.948 4.494 -1.929 0.07
H -0.785 5.393 -3.014 0.09
C -3.479 -2.248 2.042 -0.04
C -1.974 -2.008 2.192 -0.23
O -1.476 -0.719 1.735 -0.19
P -0.787 -0.513 0.298 0.49
O -0.441 0.860 -0.094 -0.22
O 0.413 -1.590 0.351 -0.18
C 1.724 -1.230 -0.185 -0.24
C 2.789 -1.832 0.717 -0.06
O -1.918 -1.236 -0.672 -0.24
C -2.957 -0.439 -1.219 -0.22
C -2.406 -0.125 -2.688 -0.02
H -3.690 -2.386 0.982 0.06
H -3.815 -3.180 2.496 0.08
H -4.075 -1.507 2.574 0.06
H -1.580 -2.073 3.206 0.10
H -1.397 -2.780 1.681 0.09
H 1.868 -1.653 -1.179 0.09
H 1.908 -0.179 -0.406 0.10
H 2.866 -1.250 1.635 0.05
H 2.820 -2.917 0.815 0.09
H 3.808 -1.694 0.356 0.07
H -3.915 -0.950 -1.310 0.09
H -3.153 0.482 -0.669 0.10
H -1.469 0.416 -2.557 0.05
H -2.248 -0.985 -3.338 0.04
H -3.080 0.431 -3.341 0.05
C 6.913 -0.759 -2.325 -0.05
C 5.493 -0.199 -2.597 -0.25
O 4.711 -1.316 -3.003 -0.18
P 3.350 -1.112 -3.834 0.53
O 2.463 -2.288 -3.860 -0.24
O 2.668 0.204 -3.091 -0.20
C 1.273 0.577 -3.327 -0.25
C 1.089 1.410 -4.594 -0.06
O 3.814 -0.455 -5.280 -0.20
C 4.838 -0.958 -6.066 -0.30
C 4.466 -2.318 -6.683 -0.05
H 6.973 -1.622 -1.663 0.06
H 7.341 -1.080 -3.275 0.07
H 7.611 -0.046 -1.886 0.07
H 5.131 0.218 -1.657 0.12
H 5.554 0.583 -3.353 0.12
H 0.603 -0.276 -3.222 0.10
H 0.933 1.163 -2.473 0.09
H 0.065 1.416 -4.967 0.07
H 1.398 2.441 -4.419 0.08
H 1.544 0.950 -5.470 0.06
H 5.184 -0.108 -6.654 0.12
H 5.720 -1.036 -5.429 0.10
H 3.437 -2.354 -7.043 0.07
H 5.070 -2.669 -7.520 0.08
H 4.631 -3.038 -5.882 0.08

Number 1: Kohn-Sham gap 9.88 eV. Number 2: Kohn-Sham gap 8.45 eV.